Record 1
Molecular formula: C5H10N
Method: DFT, wB97M-V/def2-TZVPD

```
! wB97M-V def2-TZVPD RIJCOSX def2/J DEFGRID3
* xyz 1 1
H -0.831 0.544 1.067
C 0.775 0.358 -1.766
H 0.584 -1.681 0.822
C 1.396 2.429 -0.317
H 0.516 2.995 -0.093
C -1.308 -2.554 1.034
H -0.447 0.047 -0.673
H 0.834 -0.499 -2.316
H -1.955 -0.356 0.269
C 1.146 1.268 -1.016
N -0.982 -0.169 0.392
H 2.049 2.942 -0.997
H -2.440 -2.558 1.001
H 1.849 2.148 0.696
H -0.675 -3.406 1.132
C -0.510 -1.509 0.765
*
```

Properties
DFT total energy (Ha): -250.8796
Relative energy (zero: lowest compared OMol25 entry of this formula, charge and spin) (kcal/mol): 78.8
Gap between HOMO and LUMO (eV): 11.30

These are the Löwdin partial charges, in e, on atoms 1 to 6: H 0.14; C 0.12; H 0.13; C -0.07; H 0.10; C 0.07

***

Record 2
Molecular formula: C5H10N
Method: DFT, wB97M-V/def2-TZVPD

```
! wB97M-V def2-TZVPD RIJCOSX def2/J DEFGRID3
* xyz 1 1
H -1.970 0.129 -0.686
C 0.052 -0.276 2.078
H -1.988 1.112 -2.277
H 0.245 -1.633 -0.984
C -1.500 0.754 -1.414
H -0.035 -1.294 2.446
H 1.635 0.891 -0.459
H 0.282 -2.431 0.599
H 0.603 1.850 0.553
H -0.346 0.466 2.672
C 0.605 0.974 -0.133
C 0.300 -0.356 0.755
N -0.298 1.203 -1.258
H 0.072 1.794 -1.973
C 0.669 -1.551 0.060
H 1.672 -1.631 0.021
*
```

Properties
DFT total energy (Ha): -250.9427
Relative energy (zero: lowest compared OMol25 entry of this formula, charge and spin) (kcal/mol): 39.3
Gap between HOMO and LUMO (eV): 8.53
SMILES: C=[NH+]CC(=C)C

These are the Löwdin partial charges, in e, on atoms 1 to 6: H 0.13; C 0.11; H 0.11; H 0.11; C 0.23; H 0.08

***

Record 3
Molecular formula: C5H10N
Method: DFT, wB97M-V/def2-TZVPD

```
! wB97M-V def2-TZVPD RIJCOSX def2/J DEFGRID3
* xyz 1 1
H 3.148 0.251 -0.316
N -0.522 0.009 0.494
H -1.090 -1.773 1.141
H -1.259 1.267 -1.339
H 2.418 -0.923 -0.855
C 0.456 0.288 1.483
H 0.253 0.597 2.444
H -2.275 1.084 0.214
C 1.315 0.101 0.532
H 1.981 0.764 -1.416
C -1.176 1.205 -0.215
H -0.802 2.083 0.066
C 2.185 0.017 -0.539
C -1.129 -1.270 0.205
H -2.107 -1.249 -0.194
H -0.405 -1.783 -0.562
*
```

Properties
DFT total energy (Ha): -250.8462
Relative energy (zero: lowest compared OMol25 entry of this formula, charge and spin) (kcal/mol): 99.8
Gap between HOMO and LUMO (eV): 10.81

These are the Löwdin partial charges, in e, on atoms 1 to 6: H 0.08; N -0.20; H 0.09; H 0.12; H 0.08; C 0.03

***

Record 4
Molecular formula: C5H10N
Method: DFT, wB97M-V/def2-TZVPD

```
! wB97M-V def2-TZVPD RIJCOSX def2/J DEFGRID3
* xyz 1 1
H 0.537 -1.294 1.810
C 0.717 -0.894 -1.222
H 0.783 -1.142 -2.324
H 0.117 1.240 0.769
C 0.202 2.384 0.895
N -0.321 -0.810 -0.425
H -2.377 -0.733 0.023
H -1.819 -0.965 -1.701
H 2.713 -0.848 -0.077
H -1.806 -2.245 -0.627
H 0.312 2.962 -0.064
C -1.634 -1.181 -0.612
C 1.649 -0.870 -0.156
H 0.976 2.679 1.564
C 0.627 -1.031 0.684
H -0.675 2.748 1.463
*
```

Properties
DFT total energy (Ha): -250.8396
Relative energy (zero: lowest compared OMol25 entry of this formula, charge and spin) (kcal/mol): 104.0
Gap between HOMO and LUMO (alpha / beta) (eV): 7.88 / 7.88

These are the Löwdin partial charges, in e, on atoms 1 to 6: H 0.20; C 0.11; H 0.20; H 0.00; C -0.03; N -0.11

***

Record 5
Molecular formula: C5H10N
Method: DFT, wB97M-V/def2-TZVPD

```
! wB97M-V def2-TZVPD RIJCOSX def2/J DEFGRID3
* xyz 1 1
H -2.227 -0.830 -0.432
H 2.369 1.909 -0.863
H 1.311 1.594 -2.174
C 1.379 1.541 -1.107
H -2.553 -0.030 2.686
H 2.979 -0.628 0.281
C 2.114 -0.874 -0.423
H 0.671 2.373 -0.752
C -2.991 -0.464 1.777
C -1.293 -0.312 0.037
H -3.790 0.138 1.480
H 2.394 -1.221 -1.456
C -0.102 -0.152 -0.309
N 1.067 0.178 -0.599
H -2.921 -1.604 1.790
H 1.592 -1.618 0.063
*
```

Properties
DFT total energy (Ha): -250.8051
Relative energy (zero: lowest compared OMol25 entry of this formula, charge and spin) (kcal/mol): 125.6
Gap between HOMO and LUMO (alpha / beta) (eV): 7.85 / 7.93

These are the Löwdin partial charges, in e, on atoms 1 to 6: H 0.10; H 0.09; H 0.09; C 0.01; H 0.04; H 0.13

***

Record 6
Molecular formula: C5H10N
Method: DFT, wB97M-V/def2-TZVPD

```
! wB97M-V def2-TZVPD RIJCOSX def2/J DEFGRID3
* xyz 1 1
H 3.475 1.145 -0.524
H 2.375 -1.545 -0.310
H 0.356 0.567 1.610
H 0.791 -0.130 -0.065
C -2.394 -0.197 0.042
C 2.259 -0.454 -0.625
C 0.026 0.589 0.615
N 3.231 0.280 -0.111
C -1.316 0.283 0.354
H -4.256 -0.651 0.550
H 3.991 0.060 0.570
C -3.751 -0.217 -0.272
H 0.269 1.518 -0.003
H -3.970 0.907 -0.237
H -3.977 -0.656 -1.218
H 1.805 -0.261 -1.598
*
```

Properties
DFT total energy (Ha): -250.8597
Relative energy (zero: lowest compared OMol25 entry of this formula, charge and spin) (kcal/mol): 91.4
Gap between HOMO and LUMO (eV): 7.24

These are the Löwdin partial charges, in e, on atoms 1 to 6: H 0.12; H 0.16; H 0.08; H 0.06; C -0.07; C 0.01

***

Record 7
Molecular formula: C5H10N2
Method: DFT, wB97M-V/def2-TZVPD

```
! wB97M-V def2-TZVPD RIJCOSX def2/J DEFGRID3
* xyz -1 2
C -0.423 0.401 0.847
H -1.518 0.716 -2.434
N 0.051 -0.972 -1.029
H -0.906 1.265 1.301
H 1.163 -0.811 1.915
H 1.830 0.618 -0.211
C 0.953 0.187 1.538
H 2.083 1.700 0.807
H -1.511 2.024 -1.145
N 2.124 0.679 0.769
H -0.873 -2.576 -2.164
H 0.852 0.913 2.361
H -1.133 -0.385 1.161
C -0.453 0.261 -0.630
H -0.602 -2.906 -0.398
C -1.152 1.049 -1.471
C -0.484 -2.163 -1.215
*
```

Properties
DFT total energy (Ha): -305.8957
Relative energy (zero: lowest compared OMol25 entry of this formula, charge and spin) (kcal/mol): 41.1
Gap between HOMO and LUMO (alpha / beta) (eV): 5.08 / 6.33
<S²>: 0.756

These are the Löwdin partial charges, in e, on atoms 1 to 6: C -0.20; H 0.02; N -0.11; H 0.08; H 0.09; H 0.03

***

Record 8
Molecular formula: C5H10N2
Method: DFT, wB97M-V/def2-TZVPD

```
! wB97M-V def2-TZVPD RIJCOSX def2/J DEFGRID3
* xyz 0 1
H 0.640 -2.001 -1.183
H -1.121 0.326 2.893
H -1.853 1.190 -2.246
C -1.061 0.581 0.795
H -1.786 2.421 -1.118
H 0.929 0.271 -0.362
N 1.048 -2.221 -0.207
H 1.248 -3.178 -0.064
H -3.207 1.158 -1.046
C -0.574 0.425 1.971
H 2.591 0.576 0.500
H 0.591 0.675 2.058
N -1.466 0.406 -0.304
C 1.758 -1.458 0.588
C -2.083 1.391 -1.131
H 2.389 -0.464 -1.059
C 1.957 -0.098 -0.087
*
```

Properties
DFT total energy (Ha): -305.8479
Relative energy (zero: lowest compared OMol25 entry of this formula, charge and spin) (kcal/mol): 110.4
Gap between HOMO and LUMO (eV): 8.83

These are the Löwdin partial charges, in e, on atoms 1 to 6: H 0.14; H 0.05; H 0.09; C -0.29; H 0.06; H 0.04

***

Record 9
Molecular formula: C5H10N2
Method: DFT, wB97M-V/def2-TZVPD

```
! wB97M-V def2-TZVPD RIJCOSX def2/J DEFGRID3
* xyz 0 1
H 1.879 1.318 0.163
H -1.546 1.299 0.416
C -0.891 0.518 -0.010
C 0.108 1.143 -1.042
H 0.289 0.161 1.839
N 0.260 -1.651 0.670
H -0.172 0.690 -2.046
H 2.195 1.267 -1.580
C 1.576 0.853 -0.779
H 1.776 -0.218 -0.700
C -0.996 -1.607 1.414
H 0.033 -1.765 -0.321
H -1.918 -1.815 0.872
H -0.162 2.194 -1.155
H -0.956 -2.001 2.426
N -1.196 -0.025 -1.232
C -0.278 -0.361 1.066
*
```

Properties
DFT total energy (Ha): -305.8486
Relative energy (zero: lowest compared OMol25 entry of this formula, charge and spin) (kcal/mol): 110.0
Gap between HOMO and LUMO (eV): 9.75

These are the Löwdin partial charges, in e, on atoms 1 to 6: H 0.08; H 0.14; C -0.40; C -0.25; H 0.13; N 0.01

***

Record 10
Molecular formula: C5H10N2
Method: DFT, wB97M-V/def2-TZVPD

```
! wB97M-V def2-TZVPD RIJCOSX def2/J DEFGRID3
* xyz 0 1
C 0.432 1.440 -0.091
H 2.370 0.842 0.714
H -1.311 -3.332 -0.041
H 0.326 -1.348 2.616
H -2.395 0.385 -0.230
C -0.461 0.168 -0.668
H 2.294 0.926 -1.082
C -0.665 -1.550 0.629
H 0.029 1.839 0.841
H 0.119 2.164 -0.850
C 1.952 1.366 -0.144
H 0.202 -0.258 -1.426
H -1.973 -1.930 -0.804
N -1.577 -2.360 0.024
C -0.026 -1.174 1.632
H 2.371 2.374 -0.163
N -1.687 0.448 -0.957
*
```

Properties
DFT total energy (Ha): -305.8164
Relative energy (zero: lowest compared OMol25 entry of this formula, charge and spin) (kcal/mol): 130.2
Gap between HOMO and LUMO (alpha / beta) (eV): 7.88 / 7.88
SMILES: [H]/N=C\CC.C#CN

These are the Löwdin partial charges, in e, on atoms 1 to 6: C -0.22; H 0.06; H 0.10; H 0.04; H 0.06; C -0.32

***

Record 11
Molecular formula: C5H10N2
Method: DFT, wB97M-V/def2-TZVPD

```
! wB97M-V def2-TZVPD RIJCOSX def2/J DEFGRID3
* xyz 0 1
H 2.453 -1.464 -0.224
H 0.336 0.074 -1.597
H 0.792 2.306 0.727
C 0.349 -2.081 0.030
C 1.040 1.302 1.063
H 1.097 1.107 2.128
H -0.623 -1.600 0.193
H 0.279 -2.761 -0.828
N -2.175 0.380 -0.073
H 0.582 -2.686 0.913
C -1.946 1.627 -0.067
H -1.595 2.098 0.852
H -2.496 0.081 -0.996
C 1.441 -1.057 -0.195
C 1.252 0.332 0.187
N 1.266 0.046 -1.182
H -2.055 2.294 -0.932
*
```

Properties
DFT total energy (Ha): -305.9182
Relative energy (zero: lowest compared OMol25 entry of this formula, charge and spin) (kcal/mol): 66.3
Gap between HOMO and LUMO (eV): 9.87
SMILES: C=C1N[C@@H]1C.C=N

These are the Löwdin partial charges, in e, on atoms 1 to 6: H 0.13; H 0.09; H 0.05; C -0.06; C 0.03; H 0.06

***

Record 12
Molecular formula: C5H10N2
Method: DFT, wB97M-V/def2-TZVPD

```
! wB97M-V def2-TZVPD RIJCOSX def2/J DEFGRID3
* xyz 0 1
H 0.878 2.589 1.183
C 0.013 1.461 -0.487
H -1.024 -3.099 0.363
H -1.571 -0.650 0.774
N 0.389 -1.534 0.870
C -0.709 -0.908 0.153
H 0.066 -2.592 -1.029
H -1.195 0.144 -1.694
C 0.328 1.662 0.990
H -0.638 1.734 1.509
H 1.718 0.856 -1.110
C -0.396 -2.330 -0.080
H 0.868 0.829 1.458
C -0.451 0.130 -0.896
H -0.333 2.332 -1.018
N 0.804 0.623 -1.400
H 1.254 -1.246 0.414
*
```

Properties
DFT total energy (Ha): -305.9096
Relative energy (zero: lowest compared OMol25 entry of this formula, charge and spin) (kcal/mol): 71.7
Gap between HOMO and LUMO (eV): 10.30
SMILES: C[C@H]1N[C@H]1[C@H]1CN1

These are the Löwdin partial charges, in e, on atoms 1 to 6: H 0.07; C -0.33; H 0.10; H 0.14; N 0.02; C -0.31

***

Record 13
Molecular formula: C5H10N2
Method: DFT, wB97M-V/def2-TZVPD

```
! wB97M-V def2-TZVPD RIJCOSX def2/J DEFGRID3
* xyz 0 1
C -0.255 -1.083 -0.723
H 0.275 -1.506 -1.579
C 0.595 -0.915 1.614
H -2.711 1.129 -0.598
H 0.119 -1.812 1.985
H 1.090 -0.347 2.395
H 1.398 2.166 0.772
H -0.346 0.893 -1.522
C 2.079 1.412 0.364
H -2.332 -0.059 0.380
N 1.627 0.344 -0.125
H -1.634 -0.146 -2.095
C -1.053 0.124 -1.206
C 0.744 -0.600 0.322
N -1.907 0.696 -0.152
H 3.158 1.570 0.418
H -0.845 -1.865 -0.249
*
```

Properties
DFT total energy (Ha): -305.9364
Relative energy (zero: lowest compared OMol25 entry of this formula, charge and spin) (kcal/mol): 54.9
Gap between HOMO and LUMO (eV): 8.53
SMILES: C=NC(=C)CCN

These are the Löwdin partial charges, in e, on atoms 1 to 6: C -0.16; H 0.11; C 0.03; H 0.06; H 0.05; H 0.05

***

Record 14
Molecular formula: C5H10N2
Method: DFT, wB97M-V/def2-TZVPD

```
! wB97M-V def2-TZVPD RIJCOSX def2/J DEFGRID3
* xyz 0 1
H -1.184 1.932 -0.033
H -0.706 0.988 -1.546
N -0.430 -2.143 0.563
C 1.610 -0.002 -0.734
C -0.686 -0.884 0.842
H 1.103 -0.449 -1.590
C 0.638 0.538 0.295
N 1.027 1.283 1.270
H 2.039 1.445 1.236
H -2.110 -0.814 -0.832
H -2.603 0.130 0.630
C -1.781 -0.162 -0.024
H 2.280 0.796 -1.064
H 0.307 -2.286 -0.131
C -0.948 0.971 -0.486
H 2.211 -0.795 -0.280
H -0.769 -0.549 1.884
*
```

Properties
DFT total energy (Ha): -305.8369
Relative energy (zero: lowest compared OMol25 entry of this formula, charge and spin) (kcal/mol): 117.3
Gap between HOMO and LUMO (alpha / beta) (eV): 6.66 / 6.66

These are the Löwdin partial charges, in e, on atoms 1 to 6: H 0.10; H 0.10; N 0.05; C -0.07; C -0.32; H 0.07